DFT (ωB97M-V with the def2-TZVPD basis set) results for a structure of composition C25H44AsIrN4O2S2Si3.

Cartesian coordinates (Å):
Ir1 0.82321 1.11257 0.65353
N1 1.39575 -0.68158 3.68228
C1 1.71990 0.59642 3.74148
N2 1.64488 1.40975 2.70400
C2 2.07058 2.67186 3.02455
C3 2.43696 2.83724 4.35954
S1 2.26949 1.39025 5.21348
C4 2.13640 3.61793 1.97615
C5 2.63447 4.92161 2.03147
S2 2.61792 5.63349 0.50508
C6 1.93590 4.15465 -0.16562
N3 1.72754 3.20792 0.73631
N4 1.63142 4.04168 -1.44355
H1 1.21947 -1.08852 2.76732
H2 1.52108 -1.29976 4.46896
H3 2.78745 3.73391 4.84972
H4 3.01211 5.45718 2.89031
H5 1.86873 4.75723 -2.11406
H6 1.33751 3.13989 -1.79641
C7 3.42069 -6.00689 -2.97604
C8 3.16513 -4.69473 -2.36032
C9 2.51030 -3.66759 -3.12363
C10 2.22185 -2.44295 -2.60213
C11 1.57272 -1.40020 -3.46702
C12 2.55212 -2.22842 -1.22082
C13 3.36299 -3.19109 -0.47762
C14 4.00700 -2.86676 0.83740
C15 3.61191 -4.39944 -1.05289
C16 1.96796 -1.03860 -0.49887
O1 1.91364 0.07887 -1.07883
O2 1.50192 -1.21724 0.64991
H7 2.61980 -6.29200 -3.65921
H8 3.59257 -6.78504 -2.23575
H9 4.33182 -5.92840 -3.58939
H10 2.23892 -3.88790 -4.14910
H11 1.32531 -1.82982 -4.43519
H12 2.25354 -0.56300 -3.61951
H13 0.67050 -0.99470 -3.01315
H14 3.56386 -2.01441 1.33650
H15 5.06183 -2.64735 0.65088
H16 3.97515 -3.73253 1.49777
H17 4.18367 -5.14456 -0.51306
C17 -3.89080 1.25651 -2.23268
Si1 -2.17109 0.59850 -2.16583
C18 -2.04851 -1.16541 -2.74670
C19 -0.94850 1.69570 -3.04143
As1 -1.50822 0.61929 0.13922
Si2 -2.59024 2.50519 1.16152
C20 -1.92481 3.93492 0.17491
C21 -1.93842 2.58136 2.90226
C22 -4.43149 2.37003 1.10846
Si3 -2.42327 -1.37381 1.09914
C23 -4.13992 -1.55125 0.42986
C24 -2.42242 -1.02530 2.92647
C25 -1.39501 -2.85856 0.68691
H18 -4.29267 1.05983 -3.23233
H19 -3.91641 2.33603 -2.07544
H20 -4.55314 0.77808 -1.51188
H21 -1.56626 -1.20036 -3.72667
H22 -3.04286 -1.60042 -2.86081
H23 -1.47749 -1.79528 -2.06562
H24 -0.94607 1.49331 -4.11609
H25 0.06214 1.50927 -2.66564
H26 -1.19974 2.75003 -2.90766
H27 -0.85442 4.04924 0.36049
H28 -2.41960 4.86860 0.45743
H29 -2.07956 3.79024 -0.89637
H30 -0.85375 2.44279 2.91596
H31 -2.39114 1.82509 3.54307
H32 -2.16257 3.55989 3.33775
H33 -4.84153 2.78942 0.19015
H34 -4.85346 2.93295 1.94598
H35 -4.77522 1.34145 1.20185
H36 -4.79546 -0.75010 0.76942
H37 -4.56866 -2.49320 0.78658
H38 -4.15751 -1.58384 -0.65957
H39 -3.27265 -0.39229 3.18934
H40 -1.50797 -0.51731 3.24076
H41 -2.51589 -1.94992 3.50233
H42 -1.53770 -3.17638 -0.34626
H43 -1.72993 -3.68054 1.32742
H44 -0.33371 -2.69268 0.86931

The value obtained for the LUMO energy (spin up / spin down) is -8.6 / -11.3 eV. Its relative energy (zero: lowest compared OMol25 entry of this formula, charge and spin) is 0.0 kJ/mol. As for the spin multiplicity: 6. The net charge is +3. The HOMO-LUMO gap (spin up / spin down) is 0.254 / 0.172 Eh. The value obtained for the calculated total energy is -145652.7984 eV.